DFT (ωB97M-V/def2-TZVPD) results for C3H9NO in the gas phase in a non-equilibrium geometry.

The gap between HOMO and LUMO is 0.36181 Ha. For the energy above the lowest of the compared OMol25 structures with the same formula, charge and spin, the calculation gives 253.94 kJ/mol. The HOMO energy comes out at -9.0 eV. The energy comes out at -6792.4239 eV.

ORCA input file:
```
! RIJCOSX wB97M-V def2-TZVPD def2/J DEFGRID3
* xyz 0 1
C -0.481 1.607 -1.219
N 0.310 0.383 -1.111
C -0.390 -0.630 -0.366
C -0.334 -0.662 1.155
O 1.078 -0.683 1.519
H -1.453 1.319 -1.718
H 0.174 2.239 -1.916
H -0.572 2.047 -0.208
H 0.305 -0.097 -2.100
H -1.506 -0.596 -0.699
H 0.040 -1.554 -0.659
H -0.845 -1.822 1.253
H -0.874 0.176 1.667
H 1.168 -0.814 2.584
*
```

***

DFT (ωB97M-V/def2-TZVPD) results for C5H5NOS in the gas phase in a non-equilibrium geometry.

The gap between HOMO and LUMO is 0.33932 Ha. For the energy above the lowest of the compared OMol25 structures with the same formula, charge and spin, the calculation gives 293.68 kJ/mol. The HOMO energy comes out at -8.8 eV. The energy comes out at -19635.9479 eV.

ORCA input file:
```
! RIJCOSX wB97M-V def2-TZVPD def2/J DEFGRID3
* xyz 0 1
C 0.140 2.709 -0.447
C -0.561 1.841 -0.051
S -1.727 0.932 0.661
C -1.355 -0.638 -0.179
C -0.201 -1.350 0.391
N 0.942 -0.551 0.043
C 2.108 -0.461 0.260
O 3.230 -0.112 0.451
H 1.005 3.227 -0.881
H -0.964 -0.363 -1.195
H -2.209 -1.278 -0.417
H -0.130 -1.541 1.436
H -0.276 -2.416 -0.070
*
```

***

DFT (ωB97M-V/def2-TZVPD) results for a molecular structure, C47H61BF13N16O2PS in a non-equilibrium geometry.

The gap between HOMO and LUMO is 0.28249 Ha. The HOMO energy comes out at -7.8 eV. The energy comes out at -133790.0815 eV.

ORCA input file:
```
! RIJCOSX wB97M-V def2-TZVPD def2/J DEFGRID3
* xyz 0 1
C -0.362 -2.474 3.221
C -0.756 -2.972 1.824
O -1.886 -2.296 1.260
B -1.476 -1.283 0.385
O -1.649 -1.456 -0.979
C -0.836 0.016 1.032
C 0.461 0.386 0.872
C 1.390 -0.443 0.019
C 2.532 -1.129 0.837
C 3.073 -2.291 -0.028
F 2.160 -3.299 0.051
F 3.235 -1.826 -1.282
C 4.399 -2.867 0.566
F 4.010 -3.392 1.746
F 5.256 -1.883 0.887
C 5.053 -4.005 -0.297
F 4.314 -4.319 -1.365
F 4.967 -5.128 0.465
C 6.574 -3.885 -0.602
F 6.897 -4.954 -1.357
F 7.216 -4.079 0.563
C 7.191 -2.619 -1.273
F 8.237 -3.047 -2.012
F 7.741 -1.794 -0.376
C 6.325 -1.739 -2.233
F 5.742 -0.731 -1.607
F 7.201 -1.144 -3.074
F 5.496 -2.415 -3.005
C 0.921 1.590 1.564
P 2.638 2.295 1.572
C 3.487 2.047 -0.069
C 3.589 1.322 2.869
C 5.110 1.614 2.749
C 0.091 2.320 2.327
C -1.269 1.978 2.533
N -2.206 2.584 3.282
S -3.492 1.629 3.064
N -3.001 0.467 2.065
C -1.706 0.792 1.851
H -0.277 -1.381 3.282
H 0.643 -2.864 3.449
H -1.083 -2.764 3.995
H -0.947 -4.051 1.897
H 0.118 -2.847 1.162
H -1.389 -2.371 -1.152
H 0.878 -1.269 -0.494
H 1.795 0.165 -0.798
H 3.372 -0.451 0.984
H 2.070 -1.492 1.759
H 4.087 1.131 -0.169
H 4.187 2.885 -0.182
H 2.794 2.129 -0.916
H 3.256 1.730 3.834
H 3.324 0.259 2.889
H 5.711 0.768 2.400
H 5.263 2.470 2.075
H 5.476 1.954 3.725
H 0.464 3.217 2.827
C -7.673 0.621 1.670
C -7.094 1.496 2.693
N -6.637 2.183 3.497
H -7.125 0.731 0.736
H -7.619 -0.418 1.990
H -8.716 0.889 1.505
C -2.406 1.204 -3.300
C -1.854 2.073 -2.261
N -1.424 2.760 -1.443
H -1.850 1.341 -4.226
H -2.337 0.161 -2.994
H -3.451 1.457 -3.472
C 0.033 3.096 6.745
C 1.309 3.054 6.030
N 2.307 3.025 5.457
H -0.288 2.087 6.979
H 0.146 3.660 7.671
H -0.724 3.575 6.126
C -5.718 4.866 1.556
C -6.442 6.063 1.117
N -7.010 7.003 0.771
H -4.813 5.154 2.088
H -6.345 4.273 2.219
H -5.444 4.262 0.692
C -3.131 5.872 -3.845
C -3.987 4.685 -3.770
N -4.653 3.748 -3.703
H -3.198 6.432 -2.914
H -2.098 5.570 -4.005
H -3.452 6.507 -4.669
C -8.205 -2.399 -1.499
C -7.751 -2.283 -0.111
N -7.392 -2.193 0.980
H -7.951 -1.492 -2.047
H -7.722 -3.249 -1.976
H -9.283 -2.542 -1.524
C 7.530 -8.005 -1.398
C 8.049 -9.376 -1.437
N 8.460 -10.451 -1.465
H 8.252 -7.349 -0.915
H 7.349 -7.649 -2.410
H 6.597 -7.979 -0.839
C -12.205 -0.757 -0.979
C -11.715 -2.137 -1.039
N -11.332 -3.222 -1.085
H -11.466 -0.124 -0.490
H -12.384 -0.384 -1.986
H -13.135 -0.720 -0.414
C 10.152 -0.099 -4.285
C 11.412 -0.132 -5.035
N 12.400 -0.158 -5.624
H 9.880 -1.106 -3.974
H 10.264 0.527 -3.402
H 9.359 0.306 -4.911
C 10.881 -9.075 0.958
C 11.604 -9.052 2.233
N 12.172 -9.033 3.234
H 10.340 -8.140 0.824
H 11.584 -9.201 0.136
H 10.173 -9.901 0.948
C 1.093 -1.187 6.754
C 0.219 -0.331 5.948
N -0.463 0.344 5.311
H 1.418 -2.041 6.163
H 1.967 -0.622 7.076
H 0.555 -1.544 7.631
C -7.003 3.761 -6.504
C -8.062 2.886 -7.015
N -8.894 2.198 -7.414
H -7.424 4.484 -5.808
H -6.250 3.169 -5.986
H -6.533 4.293 -7.329
C -11.456 3.613 -8.885
C -11.958 4.989 -8.966
N -12.352 6.069 -9.030
H -11.737 3.064 -9.782
H -10.374 3.618 -8.797
H -11.879 3.115 -8.016
C 3.439 7.177 4.616
C 2.389 6.302 4.090
N 1.563 5.613 3.680
H 3.008 7.894 5.312
H 4.189 6.582 5.134
H 3.914 7.716 3.798
*
```

***

DFT (ωB97M-V/def2-TZVPD) results for a molecular structure, C19H25N6O2PdS2Si in a non-equilibrium geometry.

The gap between HOMO and LUMO (alpha / beta) is 0.23409 / 0.24603 Ha. For the energy above the lowest of the compared OMol25 structures with the same formula, charge and spin, the calculation gives 63.42 kJ/mol. The HOMO energy (alpha / beta) comes out at -4.8 / -5.2 eV. The energy comes out at -66174.5674 eV.

ORCA input file:
```
! RIJCOSX wB97M-V def2-TZVPD def2/J DEFGRID3
* xyz -1 3
Pd 0.685 1.260 1.331
S -0.828 0.079 2.939
C -0.189 1.157 4.220
S 1.080 2.141 3.633
C -0.658 1.316 5.507
C -0.340 2.420 6.277
N -0.216 3.329 6.948
C -1.806 0.599 5.978
N -2.714 -0.063 6.302
C -2.879 -0.886 -0.983
N -1.941 -1.890 -1.477
C -1.901 -2.191 -2.912
C -0.571 -2.847 -3.266
C -0.456 -4.071 -2.429
N -0.512 -3.722 -1.012
C -0.153 -4.848 -0.129
C -1.333 -2.731 -0.496
O -1.551 -2.538 0.712
H -2.893 0.017 -1.618
H -2.713 -0.653 0.109
H -3.932 -1.214 -0.913
H -1.975 -1.263 -3.473
H -2.767 -2.833 -3.179
H 0.294 -2.230 -3.082
H -0.573 -3.194 -4.281
H 0.524 -4.613 -2.555
H -1.208 -4.831 -2.683
H -0.293 -4.598 0.912
H 0.874 -5.176 -0.331
H -0.840 -5.731 -0.287
C 3.679 0.107 1.286
Si 2.824 -0.073 -0.354
C 4.086 0.286 -1.699
C 2.475 -1.900 -0.371
O 1.467 0.755 -0.478
H 4.415 -0.675 1.440
H 2.885 -0.073 2.021
H 3.962 1.104 1.436
H 4.927 -0.425 -1.588
H 4.544 1.289 -1.639
H 3.660 0.122 -2.747
H 3.438 -2.429 -0.320
H 1.882 -2.248 -1.282
H 1.811 -2.102 0.463
N -2.467 7.435 -2.097
C -1.960 6.617 -1.493
C -1.469 5.429 -0.823
C -1.371 5.298 0.602
C -0.849 4.061 1.052
N -0.531 3.061 0.265
C -0.664 3.194 -1.025
C -1.132 4.380 -1.593
H -1.696 6.030 1.336
H -0.654 3.844 2.106
H -0.307 2.371 -1.645
H -1.166 4.346 -2.616
*
```